11
Properties=species:S:1:pos:R:3:forces:R:3 method="wB97M-V/def2-TZVPD" orbital_gap_ha=0.384 homo_ev=-9.97 de_lowest_ev=4.074 lumo_ha=0.01739
N 1.086 0.959 1.764 0.0 -0.4 0.0
N 0.703 1.962 0.872 -0.7 0.2 0.0
C -0.771 -1.006 -0.654 -0.2 -0.4 -0.8
C -0.037 1.431 -0.048 -0.5 0.8 0.7
C -1.186 -1.791 -1.465 0.0 0.3 0.5
C 0.690 -0.189 1.318 0.5 0.2 -0.2
C 0.050 -0.034 0.003 0.6 0.2 -0.6
H 0.802 0.280 -0.866 0.1 -1.1 1.2
H -1.543 -2.486 -2.181 -0.2 -0.1 0.0
H 0.805 -1.104 1.897 0.1 0.2 -0.3
H -0.606 1.978 -0.779 0.3 0.3 -0.3

113
Properties=species:S:1:pos:R:3:forces:R:3 method="wB97M-V/def2-TZVPD" orbital_gap_ha=0.258 homo_ev=-8.29 lumo_ha=-0.04655
I 1.577 -1.700 -0.012 -0.2 -0.1 0.0
P -2.880 0.321 -1.256 -0.3 0.2 -0.2
O -4.839 4.017 0.538 0.0 0.0 0.0
O -0.130 3.211 -4.380 0.1 -0.6 0.2
O 4.293 -5.593 2.495 0.0 0.0 0.0
O 3.336 -5.154 0.615 0.0 0.0 0.0
O -5.915 0.770 -5.500 0.0 0.0 -0.1
O 7.309 -1.729 -1.534 0.0 0.0 -0.1
O 1.084 -0.470 -8.154 0.0 0.0 0.0
O -4.170 -4.461 1.714 -0.1 0.1 0.0
O 7.373 0.357 -2.067 0.0 0.0 0.0
O -0.090 1.618 0.293 -0.3 -0.2 -0.3
O 7.981 1.181 2.022 -0.1 0.0 -0.1
O -10.475 -0.759 -3.898 0.0 0.0 0.0
O 6.345 -0.188 2.321 0.0 0.0 -0.1
O -6.216 -4.788 1.131 -0.1 0.0 0.0
O -11.136 0.350 -5.623 0.0 0.0 0.0
O 7.671 -5.426 1.932 0.1 0.0 -0.1
O -0.656 0.392 -7.223 0.0 0.0 0.0
O -2.957 2.003 3.347 -0.1 0.0 0.1
O 9.517 -6.419 2.427 0.0 0.0 0.0
O -5.458 -1.906 5.426 0.1 0.1 0.1
O -2.931 3.631 -0.386 0.1 0.0 0.1
O -0.358 1.755 5.693 0.0 0.0 0.0
O -6.317 -1.399 7.331 0.0 0.0 0.0
O -2.741 4.074 3.903 0.0 0.0 0.0
O -1.556 1.050 7.336 0.0 0.0 0.0
O -3.963 0.780 -4.595 -0.1 -0.1 -0.1
N -5.348 -4.159 1.697 0.2 -0.1 0.0
N 4.162 -4.941 1.480 0.0 0.0 -0.1
N 0.516 0.409 -7.547 -0.1 0.0 0.1
N -0.839 1.869 6.802 -0.1 0.0 0.0
N -4.713 0.930 -5.537 0.1 0.0 0.1
N -3.686 4.297 0.296 -0.1 0.0 0.0
N -5.388 -1.463 6.558 -0.1 -0.1 0.0
N 8.395 -6.400 1.973 -0.1 0.0 0.1
N 7.821 -0.630 -1.515 -0.1 0.1 0.1
N -2.325 3.029 3.427 0.0 -0.1 0.0
N -10.301 0.034 -4.798 0.0 0.0 -0.1
N 6.797 0.904 2.053 0.0 0.0 0.1
C 2.450 1.089 -0.904 0.1 0.1 0.2
C -1.336 1.208 -1.730 0.1 0.0 0.1
C -8.965 0.681 -4.919 0.0 0.0 0.1
C 1.295 1.614 -7.153 0.1 0.0 0.0
C 5.079 -3.791 1.251 0.0 0.0 0.1
C 9.073 -0.454 -0.731 0.0 -0.1 0.0
C 4.309 -0.630 -0.652 -0.3 -0.1 0.0
C -5.736 -2.927 2.438 -0.1 0.0 -0.1
C -0.542 3.107 7.575 0.0 0.0 0.0
C -4.092 1.345 -6.825 -0.1 0.0 0.0
C -2.935 0.300 0.568 0.1 -0.1 0.1
C -0.075 2.363 -3.501 -0.1 0.5 -0.3
C 7.859 -7.682 1.435 0.0 0.0 0.0
C -0.932 3.028 2.921 0.2 -0.1 -0.1
C 1.206 1.967 -2.878 0.1 0.0 0.0
C -3.170 5.563 0.889 0.0 0.0 0.0
C -0.110 1.410 -0.905 0.3 0.3 0.3
C 1.207 1.478 -1.641 -0.1 -0.3 -0.1
C -4.057 -0.979 7.019 0.0 0.0 0.0
C 2.870 -0.370 -1.082 0.1 0.1 -0.2
C -1.286 1.694 -2.974 0.0 -0.1 -0.3
C -2.335 -1.397 -1.624 0.3 0.0 0.0
C 5.818 1.983 1.744 0.0 0.0 0.0
H -3.366 -0.667 0.833 -0.1 0.0 0.1
H -3.274 5.477 1.968 0.0 0.0 0.0
H 4.374 -0.807 0.421 0.1 0.2 0.1
H -1.972 0.387 1.065 0.0 0.0 0.0
H -3.748 -0.172 6.364 0.0 0.0 0.0
H -1.494 3.584 7.788 0.0 0.0 0.0
H -2.105 1.596 -3.680 -0.1 0.2 0.2
H 2.313 1.314 0.157 0.1 0.0 0.0
H 1.239 1.696 -6.072 0.0 0.0 0.0
H 2.123 2.139 -3.432 0.0 0.1 0.0
H 0.102 3.736 6.975 0.0 0.0 0.0
H -3.607 1.083 0.913 0.0 0.0 0.1
H -3.368 -1.813 6.923 0.0 0.0 0.0
H 0.806 2.472 -7.602 0.0 0.0 0.0
H 4.457 -2.905 1.157 0.0 -0.1 0.0
H 4.700 -1.510 -1.156 0.1 0.0 0.0
H 9.339 -1.412 -0.301 0.0 0.0 0.0
H -6.806 -2.798 2.330 0.0 0.0 0.0
H -1.670 -1.370 -2.487 -0.1 -0.1 -0.1
H -0.065 2.798 8.500 0.0 0.0 0.0
H 8.526 -7.999 0.639 0.0 0.0 0.0
H -0.709 2.046 2.525 0.0 0.0 0.0
H -5.453 -3.061 3.475 0.1 0.0 0.0
H 6.851 -7.507 1.081 0.0 0.0 0.0
H -8.570 0.429 -5.897 0.0 0.0 0.0
H -5.182 -2.100 2.004 0.0 0.0 0.0
H -3.366 0.584 -7.092 0.1 0.0 0.0
H -2.138 5.684 0.580 0.0 0.0 0.0
H -1.796 -1.869 -0.803 0.0 0.0 0.0
H 5.178 2.091 2.614 0.0 0.0 0.0
H 6.371 2.889 1.527 0.0 0.0 0.0
H 9.835 -0.087 -1.412 0.0 0.0 0.0
H -0.857 3.785 2.146 -0.1 0.0 0.0
H -4.160 -0.652 8.046 0.0 0.0 0.0
H -0.299 3.279 3.765 0.0 0.0 0.0
H -3.581 2.286 -6.641 0.0 0.0 0.0
H 3.278 1.692 -1.286 0.0 0.1 0.0
H 5.597 -3.982 0.317 0.0 0.0 0.0
H -4.878 1.443 -7.564 0.0 0.0 0.0
H 2.313 1.494 -7.504 0.0 0.0 0.0
H -8.327 0.311 -4.127 0.0 0.0 0.0
H 4.935 0.223 -0.917 0.1 0.0 -0.1
H 7.881 -8.401 2.248 0.0 0.0 0.0
H 5.769 -3.723 2.081 0.0 0.0 0.0
H 8.863 0.285 0.037 0.1 0.0 0.0
H -3.217 -1.979 -1.881 0.0 -0.1 0.0
H -3.798 6.367 0.519 0.0 0.0 0.0
H 2.730 -0.656 -2.123 0.0 0.0 0.0
H 5.233 1.646 0.894 0.0 0.0 0.0
H -9.124 1.752 -4.847 0.0 0.0 0.0

80
Properties=species:S:1:pos:R:3:forces:R:3 method="wB97M-V/def2-TZVPD" orbital_gap_ha=0.214 homo_ev=-3.44 charge=-2 lumo_ha=0.08768
Ca -0.315 0.095 0.280 -0.1 -0.3 -0.7
O 0.201 -4.123 1.047 0.2 0.0 0.0
O 1.402 -2.011 -6.120 -0.2 0.7 -0.2
O 3.406 5.160 -1.257 -1.0 -1.1 0.1
O 2.901 3.148 -0.493 -2.1 -0.5 -0.6
O -0.920 1.169 2.365 -0.2 0.4 -0.5
O -3.603 -3.145 1.230 2.3 -0.9 0.4
O 1.814 -3.355 -1.974 0.5 -0.5 0.6
O -1.987 1.704 -4.365 0.3 0.2 -0.5
O 1.611 1.371 1.235 -0.2 -0.5 0.8
O -3.888 0.047 3.090 0.5 1.0 0.7
O 3.911 -0.189 -2.228 0.0 -0.1 0.3
O 0.059 -0.211 4.772 -0.8 -0.6 0.5
O -5.304 -2.196 2.159 0.1 -0.8 0.2
O 0.507 -1.878 -4.179 -0.6 -0.5 0.8
O 1.462 -1.530 0.384 -0.1 0.5 0.5
O -0.373 2.329 -0.509 0.2 0.1 0.2
O -4.690 -0.244 -0.728 -2.9 -1.6 1.7
O -1.240 -1.568 1.698 0.7 0.0 0.2
O -2.490 3.726 1.039 0.3 0.2 0.0
O 0.682 2.339 4.463 0.3 0.2 0.1
O -2.741 0.185 -0.045 4.1 -0.8 6.1
O -3.353 0.885 -1.861 0.1 1.5 -1.9
O 1.091 0.452 -1.736 -0.2 0.0 0.5
O 2.169 3.142 -3.570 -0.3 0.1 -0.3
O 1.230 5.124 1.160 -0.3 0.3 0.7
O -5.522 -3.337 0.361 -1.1 -1.3 -0.8
O -3.482 -2.034 -2.807 -0.2 -0.2 -0.6
O 4.857 3.902 -0.337 1.2 -0.2 0.3
O 2.594 -0.814 4.106 0.4 -0.3 -0.1
O -2.151 -4.095 -1.206 0.8 -0.5 -0.3
O -0.887 -1.603 -1.276 0.0 0.2 0.3
O 4.334 -1.554 0.963 0.0 -0.2 0.1
O 1.369 -0.105 -5.022 0.0 -0.4 -0.6
N -4.825 -2.953 1.263 -0.9 2.8 0.3
N -3.624 0.268 -0.817 -1.1 1.6 -5.1
N 1.065 -1.315 -5.145 1.1 0.0 0.7
N 3.696 4.070 -0.722 1.9 1.6 0.3
H 2.966 2.683 -3.832 0.1 -0.2 -0.1
H 1.506 2.793 4.289 0.2 0.3 -0.2
H 2.400 -1.585 0.564 0.5 0.1 0.0
H -3.215 4.087 0.529 -0.2 0.0 -0.2
H 1.160 -2.438 0.404 -0.4 -0.5 -0.3
H -1.355 0.753 3.109 -0.4 -0.6 0.2
H 2.259 1.275 1.934 0.1 -0.1 -0.1
H 0.382 2.697 5.299 -0.3 0.2 0.2
H -0.436 -1.553 -2.119 0.4 0.3 -0.8
H 1.592 -2.764 -2.693 -0.3 0.4 -0.7
H -2.689 -4.816 -1.534 -0.3 0.0 -0.2
H -0.342 2.921 -1.260 0.0 -0.1 -0.4
H 3.247 -0.829 4.805 0.2 -0.1 0.3
H 0.044 -5.034 0.802 -0.1 -0.2 -0.2
H -3.429 -1.265 -2.239 -0.1 0.1 -0.2
H -2.456 2.535 -4.289 -0.1 0.1 0.1
H -2.311 1.177 -3.635 -0.3 -0.3 0.5
H 4.582 -1.213 1.822 0.0 0.0 0.3
H 2.095 2.977 -2.630 0.2 0.1 0.6
H -2.039 -1.998 1.392 -1.2 -0.3 -0.2
H -2.833 2.908 1.398 -0.1 -0.5 0.2
H -1.192 -2.509 -1.220 -0.2 -0.4 0.1
H -4.480 -0.692 2.949 -0.3 -0.8 -0.4
H 1.927 -0.006 -1.819 0.4 -0.3 0.0
H 4.605 -0.873 0.347 0.0 0.2 -0.4
H 2.180 5.067 1.262 0.2 0.0 -0.3
H 4.820 -0.041 -1.966 0.2 0.2 0.0
H 0.497 0.636 4.857 0.1 0.2 -0.2
H 3.953 -0.324 -3.175 -0.2 -0.1 -0.4
H 2.763 0.002 3.636 -0.1 0.2 -0.2
H 1.037 4.584 0.393 0.1 -0.3 -0.3
H 2.049 1.909 0.576 0.4 0.8 -0.8
H -0.042 -4.077 1.972 -0.1 0.1 0.2
H 1.034 0.993 -2.524 -0.2 0.1 -0.6
H -2.824 -2.636 -2.460 0.0 -0.1 0.1
H 0.769 -0.834 4.620 0.2 -0.1 -0.1
H -1.050 2.697 0.059 -0.7 0.6 0.4
H -2.409 -4.002 -0.289 -0.7 0.3 0.7
H -0.204 1.671 2.756 0.2 0.3 0.0
H -0.998 -2.048 2.491 0.0 0.2 0.2
H 1.146 -4.039 -2.010 -0.2 -0.1 -0.1
H -3.674 0.354 2.209 0.0 -0.2 -0.5

113
Properties=species:S:1:pos:R:3:forces:R:3 method="wB97M-V/def2-TZVPD" orbital_gap_ha="0.258 / 0.258" homo_ev="-16.22 / -16.22" de_lowest_ev=0.000 charge=+3 lumo_ha="-0.33787 / -0.33785"
Ti -0.087 -0.134 -0.091 0.3 1.1 0.0
Cl 1.706 -0.596 -1.773 0.5 0.0 -0.3
P 1.770 -1.749 1.156 -0.3 -0.2 0.5
N -1.209 -1.993 0.113 0.6 -0.1 -0.8
N -0.680 1.178 -1.284 -0.7 -0.6 0.9
N -1.079 0.053 1.774 -0.5 -0.8 -0.3
N 0.941 1.512 1.171 0.2 -0.3 -0.4
C 0.851 -3.201 3.423 -0.2 -0.3 0.1
C -1.220 -2.972 -0.817 -1.1 -0.8 0.1
C 0.365 -5.510 1.961 -0.3 0.5 1.0
C -0.356 1.810 -3.650 0.2 0.3 -0.7
C -0.039 2.984 -4.615 0.6 -0.8 -1.2
C 0.037 -5.439 3.331 0.2 -1.3 -0.1
C -1.646 3.366 -2.211 -0.4 -0.8 0.1
C 1.309 3.583 -4.193 -0.6 0.9 -0.2
C 1.102 -3.220 2.050 0.3 0.2 -0.1
C -1.183 4.011 -4.621 0.7 0.4 0.3
C -4.218 0.684 0.040 0.5 0.2 -0.2
C 3.874 -2.163 -2.358 -0.5 0.4 0.1
C -0.999 1.167 2.509 0.5 -0.7 -0.1
C -2.035 0.658 -1.129 -0.9 -0.5 -0.5
C -5.150 1.275 1.092 0.4 -0.3 -1.7
C 2.797 -0.847 2.354 -0.6 -0.3 0.6
C -1.330 4.539 -3.173 -0.5 -0.3 0.5
C 2.324 3.419 1.517 -1.0 -1.2 0.6
C 2.831 0.533 4.337 1.0 -0.2 0.5
C 4.817 -3.698 -0.797 0.1 -0.1 0.3
C -3.866 -0.734 -1.938 -0.3 -1.4 -0.5
C -1.743 1.289 3.661 0.0 0.1 -0.2
C 4.181 -0.907 2.339 -0.5 0.3 0.5
C 2.955 -1.855 -1.362 -0.4 0.5 -0.1
C 2.110 2.142 0.967 -0.1 0.9 0.1
C -2.897 1.137 -0.108 0.0 0.2 -0.8
C -2.980 -3.054 1.333 0.3 0.3 -0.4
C -4.641 -0.290 -0.869 -0.7 0.1 0.1
C 0.831 3.033 -1.824 -0.5 0.4 1.0
C 0.875 -4.389 1.323 -0.3 -0.2 0.4
C -2.607 -0.908 3.323 0.0 0.0 0.0
C -0.012 5.190 -2.715 -0.7 0.2 -0.8
C -2.160 -4.017 -0.663 1.2 0.6 -0.9
C -2.571 -0.275 -2.071 0.7 0.6 0.8
C -4.532 -1.743 -2.909 1.0 -0.1 0.2
C 1.118 4.176 -2.790 0.9 0.0 0.1
C 2.917 -2.405 -0.096 0.0 0.1 -0.1
C -2.034 -2.062 1.183 0.0 0.3 0.0
C 3.882 -3.391 0.150 -1.0 0.5 0.8
C 0.315 -4.308 4.088 0.0 -0.1 -0.4
C -2.529 0.234 4.078 -0.1 0.5 -0.1
C 0.284 3.253 2.733 0.5 0.1 -0.4
C 3.252 1.536 0.211 0.0 -0.2 0.5
C -0.335 -3.023 -2.058 -0.7 1.0 0.6
C 4.245 0.480 4.326 -1.7 -0.4 -1.4
C 1.425 3.981 2.404 0.2 -0.5 -0.5
C -3.047 -4.028 0.369 -0.2 -0.5 -0.1
C 2.113 -0.159 3.393 0.9 -0.2 -1.1
C 0.095 2.040 2.079 -0.5 1.1 0.9
C -0.466 2.343 -2.230 -0.4 0.0 0.2
C 4.854 -3.079 -2.025 0.2 -0.6 -0.7
C 4.891 -0.222 3.316 0.2 0.1 0.4
C -1.911 -0.938 2.127 -0.1 -0.5 0.2
H -1.288 1.354 -3.983 -0.1 -0.3 0.2
H 3.102 0.464 0.132 0.3 0.1 -0.2
H -1.909 -0.624 -2.844 0.0 -0.1 -0.4
H -3.201 -1.720 3.707 -0.1 -0.3 -0.3
H -5.519 0.495 1.715 -0.5 -0.6 0.6
H 0.164 6.045 -3.383 0.2 -0.1 0.3
H 2.130 2.849 -4.227 -0.3 0.1 0.1
H -0.134 5.554 -1.690 0.1 0.1 -0.1
H 4.687 -1.494 1.600 0.3 0.0 -0.3
H 1.641 4.918 2.879 0.0 0.3 0.1
H -3.720 -3.059 2.093 -0.2 0.2 0.8
H 1.113 -4.438 0.280 0.2 -0.1 -0.5
H 4.174 1.719 0.785 -0.3 -0.2 -0.1
H 4.751 1.013 5.076 0.9 0.5 0.8
H 1.568 4.378 -4.909 0.0 -0.1 0.2
H 1.663 2.326 -1.782 -0.1 -0.1 -0.2
H -3.795 -4.799 0.392 -0.2 -0.2 0.2
H -2.177 5.244 -3.063 0.5 -0.2 -0.3
H 5.967 -0.271 3.307 0.2 0.0 0.0
H 0.095 2.598 -5.668 -0.3 0.1 1.1
H 0.690 3.430 -0.787 0.1 -0.2 -0.7
H 3.853 -3.879 1.116 0.2 -0.1 0.0
H -2.592 2.868 -2.551 0.7 0.2 0.2
H 1.114 -2.354 4.016 0.1 0.5 0.2
H -2.510 1.967 0.466 -0.1 0.0 0.3
H 2.044 4.664 -2.469 0.0 0.0 0.0
H -1.838 3.704 -1.176 0.2 0.1 -0.4
H 3.418 1.982 -0.762 -0.2 0.1 -0.2
H -1.692 2.169 4.254 0.1 0.6 0.4
H 2.354 1.057 5.157 -0.2 0.0 -0.1
H 0.464 1.090 -3.693 -0.1 -0.2 -0.2
H -0.368 3.675 3.501 0.0 -0.5 -0.4
H -5.263 -2.371 -2.391 -0.2 0.5 0.0
H 0.617 -3.475 -1.805 0.2 -0.2 -0.2
H 5.528 -4.439 -0.540 0.7 -0.6 0.0
H -2.086 3.517 -5.021 0.2 0.4 0.3
H 0.233 -6.454 1.458 0.0 0.0 -0.3
H -0.891 4.867 -5.277 -0.4 -0.7 0.3
H -5.999 1.776 0.598 0.3 -0.1 0.3
H 0.167 -4.321 5.178 0.0 0.2 -0.6
H -0.866 -3.572 -2.828 0.2 -0.3 0.0
H -4.579 1.957 1.675 0.2 0.8 0.6
H -5.664 -0.707 -0.820 0.6 0.4 0.2
H 1.045 -0.166 3.383 -0.5 0.1 0.2
H -2.187 -4.783 -1.422 0.0 -0.1 0.0
H -0.154 -2.029 -2.483 -0.1 -0.3 0.2
H 5.604 -3.440 -2.734 -0.3 0.5 0.0
H -3.872 -2.515 -3.374 0.0 1.0 0.3
H 3.265 3.833 1.316 1.1 0.9 -0.2
H 3.774 -1.717 -3.341 0.2 0.0 0.1
H -0.320 -6.376 3.813 0.2 0.9 -0.3
H -4.990 -1.145 -3.700 -0.2 -0.4 0.0
H -3.114 0.339 4.967 -0.1 -0.1 0.5